One molecule with the formula CH5ClN2 in a non-equilibrium geometry. Source: the OMol25 dataset; level of theory: wB97M-V/def2-TZVPD.

Output
LUMO	0.8	eV
F_max	0.12172	hartree/bohr
SMILES	CNNCl
net charge	0
energy	-610.6914	Ha
Kohn-Sham gap	10.13	eV
ΔE to the lowest compared entry with this formula, charge and spin	2.7250	eV

XYZ file:
```
9
Properties=species:S:1:pos:R:3:lowdin_charge:R:1
C 0.256 -0.340 -0.556 -0.215
N -0.006 -0.433 0.799 -0.162
N 0.015 1.052 1.470 -0.431
Cl -1.586 1.827 1.361 0.424
H 0.251 -1.344 -0.857 0.068
H -0.365 0.336 -1.095 0.061
H 1.330 -0.048 -0.716 0.100
H -0.899 -0.787 1.224 0.104
H 0.591 1.575 0.733 0.050
```